Entry from the OMol25 dataset: 8 unconnected molecules or ions with the total composition C16H25Cl2N7 at a distorted geometry (ωB97M-V with the def2-TZVPD basis set).

Element x y z (Å)
C (-2.75, -1.46, -2.48)
C (-2.03, -1.51, -3.74)
N (-1.41, -1.61, -4.76)
H (-3.72, -0.98, -2.57)
H (-2.15, -0.93, -1.74)
H (-2.73, -2.50, -2.15)
C (0.66, 0.84, -0.63)
C (0.21, 0.84, 0.77)
N (-0.16, 0.80, 1.88)
H (0.41, -0.10, -1.13)
H (1.74, 0.96, -0.60)
H (0.17, 1.73, -1.02)
C (5.76, -1.17, 0.78)
C (4.94, -0.37, -0.05)
N (4.18, 0.16, -0.77)
H (6.77, -0.96, 0.45)
H (5.38, -2.17, 0.55)
H (5.78, -1.05, 1.86)
C (0.16, 0.00, 5.23)
C (-0.34, 0.02, 6.63)
N (-0.77, 0.09, 7.71)
H (-0.47, 0.56, 4.55)
H (0.10, -1.06, 4.99)
H (1.18, 0.39, 5.11)
C (3.55, -3.85, -1.89)
C (2.20, -3.26, -1.75)
N (1.15, -2.83, -1.63)
H (4.08, -3.32, -2.68)
H (3.39, -4.89, -2.17)
H (4.19, -3.68, -1.03)
C (0.30, 4.97, -2.00)
C (1.62, 4.66, -1.46)
N (2.66, 4.51, -1.02)
H (-0.39, 4.14, -1.87)
H (0.57, 4.92, -3.06)
H (0.00, 5.96, -1.66)
C (-4.36, 2.81, -2.12)
C (-3.09, 2.06, -2.43)
N (-2.15, 1.52, -2.76)
H (-4.56, 2.68, -1.05)
H (-5.17, 2.45, -2.75)
H (-4.09, 3.85, -2.31)
Cl (-3.90, -2.25, 0.61)
C (-2.34, -1.83, 1.36)
C (-2.67, -1.37, 2.79)
Cl (-3.42, -2.69, 3.86)
H (-1.95, -0.95, 0.84)
H (-1.60, -2.62, 1.22)
H (-3.22, -0.43, 2.84)
H (-1.72, -1.15, 3.26)

For the gap between HOMO and LUMO (alpha / beta), the calculation gives 9.75 / 2.53 eV. As for the total charge: +1. The largest force on an atom is 0.1121 hartree/bohr. The multiplicity is 2. The HOMO energy (alpha / beta) is -13.36 / -13.30 eV.

---

Entry from the OMol25 dataset: C6H11N in the gas phase at a distorted geometry (ωB97M-V with the def2-TZVPD basis set).

Element x y z (Å)
C (-0.51, 1.06, -1.89)
C (0.51, 0.75, -1.09)
C (0.47, -0.18, 0.07)
C (1.25, 0.07, 1.12)
N (2.11, 1.16, 1.30)
C (-0.46, -1.35, 0.00)
C (-1.93, -0.94, 0.31)
H (-0.41, 1.93, -2.52)
H (-1.37, 0.43, -2.06)
H (1.37, 1.41, -1.11)
H (1.26, -0.68, 1.91)
H (2.97, 1.24, 0.78)
H (2.12, 1.62, 2.19)
H (-0.40, -1.80, -0.99)
H (-0.15, -2.10, 0.72)
H (-2.54, -0.90, -0.58)
H (-1.95, 0.00, 0.85)
H (-2.35, -1.70, 0.97)

For the gap between HOMO and LUMO, the calculation gives 9.19 eV. The largest force on an atom is 0.0257 hartree/bohr. The SMILES is C=C/C(=C\N)CC. The HOMO energy is -8.09 eV. The calculation puts the energy relative to the best compared isomer or geometry (same formula, charge and spin) at 147.1 kJ/mol.

---

Entry from the OMol25 dataset: a molecular structure, C23H39O2SiYb at a distorted geometry (ωB97M-V with the def2-TZVPD basis set).

Element x y z (Å)
O (-0.87, 1.91, -0.91)
C (0.20, 2.06, -1.92)
C (-0.49, 3.25, -2.58)
H (0.23, 1.13, -2.52)
H (1.19, 2.16, -1.50)
C (-1.71, 2.90, -1.69)
H (-0.58, 3.06, -3.64)
H (-0.05, 4.21, -2.29)
C (-2.79, 2.20, -2.48)
H (-2.42, 1.36, -3.03)
H (-3.28, 2.87, -3.19)
H (-3.56, 1.87, -1.79)
C (-2.17, 3.99, -0.74)
H (-1.32, 4.39, -0.18)
H (-2.87, 3.54, -0.02)
H (-2.69, 4.79, -1.28)
Yb (0.20, -0.52, -0.01)
C (0.90, 1.93, 2.88)
C (2.16, 1.26, 2.82)
C (2.67, 1.40, 1.49)
H (2.68, 0.77, 3.63)
C (1.79, 2.26, 0.78)
C (0.66, 2.53, 1.60)
H (-0.19, 3.15, 1.34)
H (0.27, 2.02, 3.75)
H (3.63, 1.01, 1.13)
H (2.06, 2.77, -0.13)
C (-1.68, -0.20, 2.58)
C (-2.19, 1.06, 2.18)
C (-2.84, 0.90, 0.93)
H (-2.15, 1.97, 2.78)
C (-2.70, -0.45, 0.53)
C (-2.01, -1.15, 1.57)
H (-1.86, -2.22, 1.62)
H (-1.21, -0.40, 3.53)
H (-3.43, 1.66, 0.42)
H (-3.14, -0.92, -0.35)
O (0.36, -0.77, -2.95)
C (-0.11, -0.15, -4.28)
C (0.31, -1.00, -5.45)
H (0.31, 0.85, -4.51)
H (-1.21, -0.11, -4.16)
C (1.20, -2.07, -4.86)
H (0.87, -0.39, -6.16)
H (-0.56, -1.39, -5.98)
C (1.15, -1.95, -3.30)
H (2.25, -1.90, -5.13)
H (0.88, -3.04, -5.26)
H (2.14, -1.77, -2.84)
H (0.72, -2.85, -2.84)
C (2.33, -4.40, 3.53)
Si (1.28, -2.91, 3.02)
C (-0.40, -3.29, 3.79)
C (2.03, -1.52, 4.01)
C (1.16, -2.41, 1.22)
H (2.43, -4.44, 4.63)
H (3.34, -4.30, 3.08)
H (1.87, -5.34, 3.18)
H (-0.24, -3.68, 4.80)
H (-1.01, -2.38, 3.85)
H (-0.92, -4.04, 3.19)
H (2.93, -1.15, 3.50)
H (1.32, -0.69, 4.15)
H (2.33, -1.91, 5.00)
H (0.63, -3.18, 0.63)
H (2.20, -2.34, 0.82)

For the gap between HOMO and LUMO (alpha / beta), the calculation gives 6.72 / 4.12 eV. The largest force on an atom is 0.0516 hartree/bohr. The multiplicity is 2. The HOMO energy (alpha / beta) is -6.96 / -6.23 eV.

---

Entry from the OMol25 dataset: 2 unconnected molecules or ions with the total composition C5H10NO at a distorted geometry (ωB97M-V with the def2-TZVPD basis set).

Element x y z (Å)
C (-0.02, -1.09, 2.80)
C (-0.28, -1.07, 1.67)
C (0.21, 2.15, -0.84)
C (0.07, 0.90, -0.10)
C (-0.34, -1.62, -0.31)
N (-0.45, -0.27, -1.02)
O (0.78, -2.10, -0.71)
H (0.01, -0.97, 3.93)
H (0.87, 2.21, -1.72)
H (-0.69, 2.61, -1.16)
H (0.76, 2.87, -0.21)
H (-0.70, 0.98, 0.65)
H (0.99, 0.51, 0.36)
H (-1.17, -2.17, -0.15)
H (-1.41, 0.09, -1.15)
H (0.18, -0.22, -1.80)
H (1.20, -2.82, -0.23)

For the gap between HOMO and LUMO (alpha / beta), the calculation gives 7.66 / 6.54 eV. As for the total charge: +1. The largest force on an atom is 0.1398 hartree/bohr. The multiplicity is 3. The HOMO energy (alpha / beta) is -10.80 / -14.44 eV. The calculation puts the energy relative to the best compared isomer or geometry (same formula, charge and spin) at 598.6 kJ/mol.

---

Entry from the OMol25 dataset: a molecular structure, C30H24Cl56F2NO9P2 at a distorted geometry (ωB97M-V with the def2-TZVPD basis set).

Element x y z (Å)
O (-5.06, -0.45, 4.28)
C (-3.93, -0.68, 3.62)
F (-3.27, -2.04, 3.61)
C (-3.09, 0.49, 2.76)
C (-1.50, 0.18, 3.04)
C (-0.71, -0.69, 1.86)
C (-1.42, -1.23, 0.48)
O (-1.83, -2.53, 0.45)
O (-1.64, -0.29, -0.64)
P (-0.58, -0.64, -1.98)
O (-0.19, -2.34, -2.11)
O (0.90, 0.28, -1.92)
C (0.87, -1.03, 2.12)
F (1.61, -1.83, 1.09)
C (1.59, -0.50, 3.54)
C (3.20, -0.89, 3.68)
C (4.21, 0.20, 2.98)
C (3.85, 1.77, 3.26)
C (4.54, 2.37, 4.66)
O (5.34, 3.59, 4.28)
N (0.82, 0.29, 4.62)
P (1.75, 0.72, 6.08)
O (1.45, 2.35, 6.61)
O (1.46, -0.46, 7.34)
C (-0.67, 0.66, 4.41)
C (-1.52, 1.53, 5.50)
C (-1.39, 3.16, 5.35)
C (-2.44, 3.85, 4.29)
C (-1.72, 3.93, 2.82)
O (-2.35, 4.94, 1.91)
H (-3.41, 0.34, 1.64)
H (-3.48, 1.51, 3.18)
H (0.30, -2.62, -1.27)
H (0.67, 1.19, -2.29)
H (3.50, -1.17, 4.79)
H (3.33, -1.90, 3.06)
H (4.24, 0.04, 1.81)
H (5.29, -0.01, 3.38)
H (2.71, 2.04, 3.21)
H (4.36, 2.40, 2.39)
H (5.23, 1.56, 5.15)
H (3.74, 2.75, 5.43)
H (4.64, 4.33, 4.21)
H (1.01, 2.31, 7.53)
H (1.61, -1.38, 6.95)
H (-2.63, 1.13, 5.47)
H (-1.08, 1.25, 6.57)
H (-0.30, 3.50, 5.01)
H (-1.59, 3.64, 6.40)
H (-2.58, 4.98, 4.65)
H (-3.52, 3.39, 4.29)
H (-0.62, 4.35, 3.02)
H (-1.57, 2.90, 2.29)
H (-2.68, 4.38, 1.13)
C (7.33, 1.84, 1.16)
Cl (7.07, 3.57, 1.51)
Cl (8.83, 1.65, 0.22)
Cl (7.46, 0.93, 2.68)
Cl (5.95, 1.22, 0.21)
C (-5.47, 7.01, 4.97)
Cl (-6.56, 5.71, 5.54)
Cl (-4.55, 6.44, 3.55)
Cl (-6.44, 8.44, 4.52)
Cl (-4.34, 7.45, 6.28)
C (3.30, -2.67, -3.56)
Cl (1.77, -2.19, -4.33)
Cl (4.53, -1.41, -3.86)
Cl (3.05, -2.85, -1.80)
Cl (3.86, -4.21, -4.24)
C (3.14, -5.24, 4.11)
Cl (1.75, -6.26, 4.57)
Cl (3.22, -3.82, 5.18)
Cl (4.64, -6.19, 4.26)
Cl (2.95, -4.70, 2.42)
C (-2.99, -5.81, 3.60)
Cl (-4.52, -5.34, 2.83)
Cl (-1.76, -4.56, 3.30)
Cl (-3.23, -5.99, 5.36)
Cl (-2.43, -7.36, 2.92)
C (-3.78, -0.89, -4.73)
Cl (-3.85, 0.55, -5.78)
Cl (-5.43, -1.46, -4.39)
Cl (-2.87, -2.18, -5.55)
Cl (-2.97, -0.47, -3.20)
C (-0.20, 3.04, -6.04)
Cl (0.15, 2.21, -4.50)
Cl (-0.98, 1.90, -7.16)
Cl (-1.28, 4.42, -5.74)
Cl (1.33, 3.62, -6.76)
C (-7.39, -1.32, -8.03)
Cl (-8.77, -2.34, -7.57)
Cl (-7.31, 0.10, -6.96)
Cl (-5.88, -2.27, -7.88)
Cl (-7.58, -0.78, -9.72)
C (-8.39, -6.36, -7.24)
Cl (-9.92, -5.89, -8.01)
Cl (-7.16, -5.11, -7.54)
Cl (-8.64, -6.54, -5.49)
Cl (-7.83, -7.91, -7.93)
C (-8.53, -10.16, -11.14)
Cl (-9.18, -10.86, -12.65)
Cl (-9.20, -8.53, -10.90)
Cl (-8.97, -11.20, -9.76)
Cl (-6.75, -10.06, -11.26)
C (9.89, 5.45, -0.63)
Cl (10.24, 4.62, 0.91)
Cl (9.11, 4.31, -1.75)
Cl (8.81, 6.83, -0.33)
Cl (11.42, 6.03, -1.34)
C (13.30, 1.97, -0.48)
Cl (11.76, 2.45, -1.25)
Cl (14.52, 3.23, -0.78)
Cl (13.05, 1.79, 1.28)
Cl (13.85, 0.43, -1.16)
C (-4.94, -5.76, -1.55)
Cl (-4.01, -4.43, -0.83)
Cl (-4.00, -7.27, -1.45)
Cl (-6.48, -5.96, -0.66)
Cl (-5.29, -5.39, -3.26)
C (1.62, 7.78, -5.64)
Cl (0.96, 7.08, -7.15)
Cl (0.94, 9.41, -5.40)
Cl (1.17, 6.74, -4.26)
Cl (3.39, 7.88, -5.76)

For the gap between HOMO and LUMO, the calculation gives 5.54 eV. As for the total charge: +1. The largest force on an atom is 0.1979 hartree/bohr. The HOMO energy is -11.03 eV.

---

Entry from the OMol25 dataset: a molecular structure, C9H28FeN2O5 at a distorted geometry (ωB97M-V with the def2-TZVPD basis set).

Element x y z (Å)
Fe (7.74, -9.74, -0.39)
C (6.48, -9.68, -3.17)
O (7.65, -10.04, -2.42)
H (6.61, -9.39, -4.23)
H (6.02, -8.86, -2.69)
H (5.83, -10.51, -3.32)
H (8.36, -10.09, -3.09)
C (9.26, -7.06, -0.26)
O (8.82, -8.08, -1.08)
H (8.54, -6.37, -0.10)
H (10.15, -6.52, -0.71)
H (9.53, -7.44, 0.71)
H (9.19, -7.82, -1.96)
C (5.74, -9.56, 1.11)
O (5.51, -10.79, 1.38)
N (5.87, -9.34, -0.19)
N (6.95, -9.05, 1.23)
H (5.07, -9.91, -0.59)
H (5.53, -8.27, -0.46)
H (7.12, -9.13, 2.28)
H (6.70, -7.95, 1.27)
C (6.08, -13.17, -1.42)
C (7.43, -12.89, -0.83)
C (8.57, -13.02, -1.77)
O (7.41, -11.83, -0.16)
H (6.09, -14.19, -1.84)
H (5.86, -12.52, -2.28)
H (5.30, -13.16, -0.71)
H (7.63, -13.68, -0.09)
H (9.59, -13.01, -1.40)
H (8.52, -12.25, -2.48)
H (8.45, -13.93, -2.32)
H (7.14, -12.20, 0.72)
C (11.76, -10.85, 1.31)
C (10.24, -10.86, 1.18)
C (9.71, -9.97, 2.30)
O (9.68, -10.34, 0.20)
H (12.36, -9.92, 1.06)
H (12.22, -11.62, 0.72)
H (11.98, -11.08, 2.40)
H (10.00, -11.93, 1.35)
H (10.10, -10.18, 3.30)
H (8.71, -10.21, 2.53)
H (9.82, -8.92, 2.18)
H (10.39, -10.31, -0.43)

For the gap between HOMO and LUMO (alpha / beta), the calculation gives 7.94 / 6.30 eV. As for the total charge: +3. The largest force on an atom is 0.3212 hartree/bohr. The multiplicity is 6. The HOMO energy (alpha / beta) is -20.80 / -20.66 eV. The calculation puts the energy relative to the best compared isomer or geometry (same formula, charge and spin) at 0.0 kJ/mol.

---

Entry from the OMol25 dataset: a molecular structure, C5H15MnN4O13S at a distorted geometry (ωB97M-V with the def2-TZVPD basis set).

Element x y z (Å)
Mn (-0.15, 0.35, -0.25)
C (-1.16, 0.09, -3.48)
O (-0.48, 0.08, -2.28)
H (-0.97, -0.83, -4.06)
H (-2.25, 0.11, -3.37)
H (-0.84, 0.91, -4.13)
S (1.16, 1.54, 1.89)
O (2.58, 1.60, 2.22)
O (0.50, 2.34, 2.95)
O (0.85, 2.03, 0.53)
O (0.60, 0.20, 1.74)
C (0.95, -3.46, -1.63)
N (0.42, -3.16, -0.26)
O (0.29, -4.10, 0.49)
O (0.20, -2.02, 0.00)
H (1.93, -3.00, -1.63)
H (0.28, -3.00, -2.35)
H (0.97, -4.53, -1.77)
C (-3.20, 3.03, 1.24)
N (-2.23, 3.11, 0.12)
O (-1.67, 2.07, -0.12)
O (-2.08, 4.15, -0.47)
H (-3.79, 2.14, 1.06)
H (-3.76, 3.95, 1.36)
H (-2.60, 2.86, 2.14)
C (-1.43, -1.78, 2.67)
N (-2.37, -1.07, 1.76)
O (-3.56, -1.15, 1.97)
O (-1.93, -0.49, 0.79)
H (-1.37, -1.08, 3.50)
H (-0.48, -1.97, 2.19)
H (-1.88, -2.72, 2.98)
C (4.51, 0.51, -0.60)
N (3.14, 0.56, -1.15)
O (2.96, 1.29, -2.10)
O (2.31, -0.12, -0.62)
H (4.52, 1.29, 0.16)
H (5.25, 0.68, -1.38)
H (4.74, -0.42, -0.09)

For the gap between HOMO and LUMO (alpha / beta), the calculation gives 6.78 / 6.90 eV. As for the total charge: -1. The largest force on an atom is 0.0866 hartree/bohr. The multiplicity is 6. The HOMO energy (alpha / beta) is -4.41 / -4.58 eV. The calculation puts the energy relative to the best compared isomer or geometry (same formula, charge and spin) at 36.8 kJ/mol.

---

Entry from the OMol25 dataset: C4H11NS in the gas phase at a distorted geometry (ωB97M-V with the def2-TZVPD basis set).

Element x y z (Å)
C (1.08, -0.03, 2.36)
C (1.25, 0.36, 0.88)
S (-0.05, 1.46, 0.32)
C (-1.37, 0.29, -0.15)
N (-1.06, -0.72, -1.11)
C (-0.61, -0.24, -2.40)
H (0.92, 0.87, 2.93)
H (1.93, -0.64, 2.69)
H (0.22, -0.68, 2.43)
H (1.30, -0.53, 0.26)
H (2.21, 0.88, 0.74)
H (-2.10, 0.97, -0.60)
H (-1.84, -0.22, 0.69)
H (-0.42, -1.42, -0.76)
H (-1.37, 0.42, -2.82)
H (-0.44, -1.07, -3.07)
H (0.34, 0.30, -2.38)

For the gap between HOMO and LUMO, the calculation gives 9.54 eV. The largest force on an atom is 0.0260 hartree/bohr. The SMILES is CCSCNC. The HOMO energy is -8.57 eV. The calculation puts the energy relative to the best compared isomer or geometry (same formula, charge and spin) at 38.9 kJ/mol.

---

Entry from the OMol25 dataset: 2 unconnected molecules or ions with the total composition C4H12NOS at a distorted geometry (ωB97M-V with the def2-TZVPD basis set).

Element x y z (Å)
C (0.08, -1.17, 2.72)
N (-0.26, 0.07, 2.06)
C (-0.46, -0.08, 0.57)
C (0.48, 0.81, -0.21)
S (0.01, 0.98, -1.95)
C (0.21, -0.98, 4.23)
H (1.00, -1.64, 2.33)
H (-0.75, -1.87, 2.61)
H (0.48, 0.74, 2.22)
H (-0.36, -1.12, 0.33)
H (-1.49, 0.21, 0.40)
H (0.47, 1.78, 0.25)
H (1.48, 0.43, -0.06)
H (0.78, -0.10, 4.54)
H (0.61, -1.87, 4.70)
H (-0.77, -0.90, 4.71)
H (-0.78, -0.98, -4.58)
H (0.02, 0.25, -4.18)
O (-0.16, -0.33, -4.95)

For the gap between HOMO and LUMO, the calculation gives 6.20 eV. As for the total charge: -1. The largest force on an atom is 0.0287 hartree/bohr. The HOMO energy is -2.77 eV. The calculation puts the energy relative to the best compared isomer or geometry (same formula, charge and spin) at 49.4 kJ/mol.